This record from OMol25 describes a cluster of 2 separate species, C2H6OS2 in total at a distorted geometry. The level of theory is ωB97M-V with the def2-TZVPD basis set.

Geometry as XYZ:
```
11
Properties=species:S:1:pos:R:3:forces:R:3
C 0.470555 -0.008085 -4.165554 0.71 1.52 0.47
C -0.385572 -0.206336 -2.945975 -0.81 -1.20 -1.47
O -0.084841 -0.120980 -1.798528 0.77 0.52 0.92
H 1.435123 0.414160 -3.868700 0.16 -0.56 0.01
H 0.561400 -0.896471 -4.781792 -0.03 -0.20 0.14
H 0.068452 0.794530 -4.793290 -0.47 -0.26 -0.01
H -1.390380 -0.589995 -3.197169 -0.32 0.16 -0.02
S -0.788397 -0.373488 2.557584 -0.08 0.29 -0.36
S 0.825367 0.618772 1.699855 0.25 -0.19 -0.10
H -0.560323 -1.576225 2.028670 0.15 -0.24 0.11
H 0.669616 0.310743 0.388563 -0.33 0.15 0.31
```
Forces are in eV/Å.

Properties
Energy above the lowest of the compared OMol25 structures with the same formula, charge and spin ... 4.51 kcal per mole
Highest occupied orbital energy ... -8.5817 eV
Lowest unoccupied orbital energy ... 0.5872 eV
SMILES ... CC=O.SS

This record from OMol25 describes a cluster of 2 separate species, C2H6OS2 in total at a distorted geometry. The level of theory is ωB97M-V with the def2-TZVPD basis set.

Geometry as XYZ:
```
11
Properties=species:S:1:pos:R:3:forces:R:3
C 2.007005 -0.968649 2.310602 -0.91 -0.23 0.32
C 2.916297 -1.921140 2.434866 0.29 0.07 -0.65
O 3.314609 -2.676757 1.347572 0.20 0.23 0.12
H 1.613765 -0.439263 3.181863 0.35 -0.19 -0.26
H 1.455342 -0.838787 1.374285 0.49 0.07 0.22
H 3.441899 -2.199392 3.337601 -0.12 0.28 0.33
H 4.280136 -2.731950 1.383334 -0.29 -0.23 -0.08
S -5.296373 1.972497 -4.205471 -0.41 -1.29 -1.02
S -5.481045 3.848622 -3.445668 0.17 0.98 0.84
H -4.011149 1.610341 -4.160813 0.24 0.43 0.48
H -4.240485 4.344483 -3.558173 0.01 -0.12 -0.30
```
Forces are in eV/Å.

Properties
Energy above the lowest of the compared OMol25 structures with the same formula, charge and spin ... 25.39 kcal per mole
Highest occupied orbital energy ... -8.5227 eV
Lowest unoccupied orbital energy ... 0.3865 eV
SMILES ... C=CO.SS

This record from OMol25 describes a cluster of 2 separate species, C2H6OS2 in total at a distorted geometry. The level of theory is ωB97M-V with the def2-TZVPD basis set.

Geometry as XYZ:
```
11
Properties=species:S:1:pos:R:3:forces:R:3
C -2.297631 -0.492062 0.393878 2.23 0.22 0.76
O -2.248952 -1.029136 -0.681708 -0.61 0.70 0.41
H -2.492501 -1.002251 1.334286 -1.07 -0.81 0.15
H -1.793095 0.480834 0.705698 -0.80 -0.18 -1.28
C 0.751249 0.724862 -2.247131 1.21 1.07 -2.69
S 0.658949 0.160096 -0.619762 -1.76 -2.43 2.09
S 1.148223 0.078757 1.898488 1.00 0.18 -1.74
H -0.042581 1.412947 -2.584982 -0.02 -0.29 0.74
H 0.731234 -0.178318 -2.919272 -0.03 0.56 0.88
H 1.653998 1.240554 -2.566298 0.43 0.01 0.10
H 0.579605 1.194415 1.518855 -0.59 0.96 0.59
```
Forces are in eV/Å.

Properties
Energy above the lowest of the compared OMol25 structures with the same formula, charge and spin ... 92.79 kcal per mole
Highest occupied orbital energy ... -9.1103 eV
Lowest unoccupied orbital energy ... -2.7511 eV
SMILES ... C=O.CSS

This record from OMol25 describes a cluster of 2 separate species, C2H6OS2 in total at a distorted geometry. The level of theory is ωB97M-V with the def2-TZVPD basis set.

Geometry as XYZ:
```
11
Properties=species:S:1:pos:R:3:forces:R:3
C -0.696583 -1.466795 2.845380 -0.16 1.03 -0.40
C -1.645782 -1.345157 3.767618 0.56 -1.10 -0.28
O -2.573887 -0.366833 3.658119 1.14 1.35 -0.58
H 0.142571 -2.135247 2.769383 -0.13 -0.37 0.69
H -0.704064 -0.715428 2.059330 -0.15 -0.11 -0.06
H -1.724331 -1.994971 4.632969 -0.05 -0.05 0.02
H -3.449170 -0.610719 3.874766 -1.20 -0.74 0.61
S 2.629028 3.275770 -5.455556 -1.12 0.90 1.61
S 3.596572 1.876472 -6.484581 1.39 -0.90 -1.97
H 1.367391 2.805287 -5.390131 0.14 0.05 -0.39
H 3.058255 0.677621 -6.277296 -0.40 -0.06 0.76
```
Forces are in eV/Å.

Properties
Energy above the lowest of the compared OMol25 structures with the same formula, charge and spin ... 27.99 kcal per mole
Highest occupied orbital energy ... -8.5274 eV
Lowest unoccupied orbital energy ... 0.4783 eV
SMILES ... C=CO.SS

This record from OMol25 describes a cluster of 2 separate species, C2H6OS2 in total. The level of theory is ωB97M-V with the def2-TZVPD basis set.

Geometry as XYZ:
```
11
Properties=species:S:1:pos:R:3:forces:R:3
C -1.814247 -1.050825 -1.108380 0.77 0.33 -0.18
C -0.504705 -1.372726 -0.439942 -0.41 -0.51 0.13
O -0.050279 -0.707644 0.451952 0.18 -0.04 -0.04
H -2.345115 -0.363222 -0.463580 -0.31 0.06 0.00
H -1.519876 -0.517722 -2.023515 -0.29 -0.08 -0.01
H -2.393430 -1.926225 -1.387870 0.00 -0.06 0.07
H 0.024432 -2.285452 -0.796707 0.03 0.22 -0.02
S 2.240647 1.042679 1.790183 0.49 0.42 -0.01
S 2.646787 3.084461 1.480434 -0.24 -0.70 0.34
H 2.260886 0.689484 0.504012 -0.19 -0.02 -0.11
H 1.454896 3.407189 1.993410 -0.02 0.39 -0.16
```
Forces are in eV/Å.

Properties
Energy above the lowest of the compared OMol25 structures with the same formula, charge and spin ... 3.90 kcal per mole
Highest occupied orbital energy ... -8.7895 eV
Lowest unoccupied orbital energy ... 0.6093 eV
SMILES ... CC=O.SS

This record from OMol25 describes an isolated molecule of C2H6OS2 at a distorted geometry. The level of theory is ωB97M-V with the def2-TZVPD basis set.

Geometry as XYZ:
```
11
Properties=species:S:1:pos:R:3:forces:R:3
C -0.193017 -0.504211 -0.952141 -0.75 -2.50 0.32
C 0.409236 -0.095963 0.316851 2.62 -0.36 -0.43
S 1.409610 1.396883 0.103229 0.15 0.48 -0.63
S 1.534626 2.047985 1.964010 1.12 -0.66 0.70
O 0.328443 3.074458 2.246367 -2.97 0.72 0.81
H 0.525577 -0.805825 -1.708058 -0.15 0.34 -0.23
H -0.874579 -1.354331 -0.751520 0.65 -0.18 -0.11
H -0.903458 0.196096 -1.196100 -1.21 2.07 -1.58
H 1.130345 -0.857896 0.613257 -0.35 -0.04 0.67
H -0.268994 0.198458 1.046562 -1.33 -0.15 1.37
H -0.551864 2.710065 2.611161 2.22 0.28 -0.88
```
Forces are in eV/Å.

Properties
Energy above the lowest of the compared OMol25 structures with the same formula, charge and spin ... 6.89 kcal per mole
Highest occupied orbital energy ... -8.8421 eV
Lowest unoccupied orbital energy ... 0.5229 eV
SMILES ... CCSSO

This record from OMol25 describes an isolated molecule of C2H6OS2 at a distorted geometry. The level of theory is ωB97M-V with the def2-TZVPD basis set.

Geometry as XYZ:
```
11
Properties=species:S:1:pos:R:3:forces:R:3
C 1.231477 0.702721 0.908661 1.99 -0.08 -2.67
C 0.311420 0.204641 -0.185489 -1.69 -0.43 -1.35
O -2.730491 0.107062 0.192850 0.40 -0.32 0.81
S -2.840000 -0.336428 -1.471767 -1.63 -0.79 -1.66
S -1.458835 -0.333633 1.111073 -0.09 0.34 1.20
H 1.689904 -0.026485 1.582518 -0.60 -0.06 -0.16
H 2.111938 1.320295 0.494463 -1.17 -1.04 0.24
H 0.653854 1.417046 1.359584 -1.15 1.80 2.10
H 0.401634 -0.814109 -0.568046 0.44 0.44 -0.18
H -0.228963 0.896902 -0.933201 1.43 -0.83 1.34
H -4.165881 -0.935830 -1.431783 2.05 0.98 0.33
```
Forces are in eV/Å.

Properties
Energy above the lowest of the compared OMol25 structures with the same formula, charge and spin ... 71.81 kcal per mole
Spin multiplicity ... 3
Highest occupied orbital energy (alpha / beta) ... -5.5399 / -9.1476 eV
Lowest unoccupied orbital energy (alpha / beta) ... 0.0961 / -2.1443 eV
<S²> ... 2.0178

This record from OMol25 describes an isolated molecule of C2H6OS2Si at a distorted geometry. The level of theory is ωB97M-V with the def2-TZVPD basis set.

Geometry as XYZ:
```
12
Properties=species:S:1:pos:R:3:forces:R:3
C 0.494528 1.964176 -0.871102 -0.19 2.41 -0.75
C -0.334482 1.307236 -0.113389 -3.91 -0.10 1.57
Si -0.296000 -0.445725 0.569440 0.48 1.18 -2.42
S -1.629338 -1.720441 -0.638477 -1.19 1.59 0.23
O 1.307772 -0.848668 0.524571 -0.12 -0.16 -0.46
S 2.020367 -2.193211 1.152107 -0.89 -1.62 -1.04
H 0.435584 2.973301 -1.385484 -0.46 -1.30 1.00
H 1.423224 1.540336 -0.879776 2.63 -1.08 -0.90
H -1.353818 1.779430 0.187875 1.42 -0.62 -0.86
H -0.727294 -0.388501 1.872362 -0.79 -0.20 2.20
H -2.769563 -0.787816 -0.693877 2.13 -1.41 0.25
H 1.429020 -3.180116 0.275751 0.88 1.31 1.18
```
Forces are in eV/Å.

Properties
Energy above the lowest of the compared OMol25 structures with the same formula, charge and spin ... 21.10 kcal per mole
Highest occupied orbital energy ... -9.2758 eV
Lowest unoccupied orbital energy ... 0.2691 eV
SMILES ... C=C[Si@@H](S)OS

no.,E_tot (a.u.)
1,-951.38487
2,-951.35159
3,-951.24419
4,-951.34745
5,-951.38585
6,-951.38108
7,-951.18962
8,-1240.88672